Here is 3 unconnected molecules or ions with the total composition C15H34ClO8S from the OMol25 dataset. Energies are from ωB97M-V/def2-TZVPD.

Each atom is followed by the atoms it is bonded to, with distances in Å.
Geometry (Å):
1 O -4.024 -1.936 -0.567  S2 1.554
2 S -2.644 -2.566 -0.226  O1 1.554, O3 1.562, O4 1.739, C5 1.908
3 O -1.641 -1.467 0.251  S2 1.562
4 O -1.889 -3.320 -1.598  S2 1.739, H14 1.022
5 C -2.913 -3.918 1.093  S2 1.908, C6 1.642, H15 1.186, H16 1.181
6 C -2.571 -3.414 2.618  C5 1.642, C7 1.672, H17 1.193, H18 1.185
7 C -1.459 -4.390 3.396  C6 1.672, C8 1.671, H19 1.192, H20 1.191
8 C 0.028 -3.630 3.456  C7 1.671, O9 1.484, C10 1.639
9 O 0.860 -4.501 4.323  C8 1.484, H21 1.022
10 C 0.667 -3.556 1.949  C8 1.639, C11 1.665, H22 1.175, H23 1.191
11 C 1.451 -2.124 1.620  C10 1.665, C12 1.673, H24 1.183, H25 1.191
12 C 2.064 -2.329 0.077  C11 1.673, Cl13 1.854, H26 1.170, H27 1.194
13 Cl 2.062 -0.771 -0.929  C12 1.854
14 H -1.022 -3.759 -1.283  O4 1.022
15 H -2.124 -4.760 0.818  C5 1.186
16 H -3.995 -4.376 0.968  C5 1.181
17 H -3.597 -3.351 3.223  C6 1.193
18 H -2.107 -2.325 2.677  C6 1.185
19 H -1.911 -4.544 4.488  C7 1.192
20 H -1.351 -5.437 2.838  C7 1.191
21 H 1.213 -5.292 3.781  O9 1.022
22 H 1.472 -4.397 1.795  C10 1.175
23 H -0.134 -3.678 1.076  C10 1.191
24 H 2.325 -1.896 2.384  C11 1.183
25 H 0.699 -1.200 1.605  C11 1.191
26 H 3.105 -2.851 0.189  C12 1.170
27 H 1.309 -3.091 -0.448  C12 1.194
28 C 4.891 5.226 0.005  O29 1.422, H34 1.093, H35 1.093, H36 1.095
29 O 3.564 4.942 -0.420  C28 1.422, C30 1.432
30 C 3.520 3.879 -1.380  O29 1.432, C31 1.532, H37 1.096, H38 1.095
31 C 3.059 2.570 -0.733  C30 1.532, O32 1.431, H39 1.095, H40 1.097
32 O 4.034 2.077 0.192  C31 1.431, C33 1.423
33 C 3.670 2.330 1.545  O32 1.423, H41 1.095, H42 1.093, H43 1.093
34 H 4.840 5.898 0.866  C28 1.093
35 H 5.426 4.320 0.302  C28 1.093
36 H 5.436 5.730 -0.799  C28 1.095
37 H 4.490 3.754 -1.872  C30 1.096
38 H 2.789 4.170 -2.142  C30 1.095
39 H 2.950 1.811 -1.514  C31 1.095
40 H 2.084 2.692 -0.245  C31 1.097
41 H 2.843 1.674 1.835  C33 1.095
42 H 3.386 3.374 1.699  C33 1.093
43 H 4.532 2.108 2.179  C33 1.093
44 C -2.109 0.169 -2.460  O45 1.422, H50 1.093, H51 1.093, H52 1.095
45 O -2.191 1.164 -3.473  C44 1.422, C46 1.432
46 C -3.526 1.655 -3.642  O45 1.432, C47 1.532, H53 1.096, H54 1.095
47 C -3.698 3.026 -2.981  C46 1.532, O48 1.431, H55 1.095, H56 1.097
48 O -3.609 2.930 -1.556  C47 1.431, C49 1.423
49 C -2.348 3.369 -1.064  O48 1.423, H57 1.095, H58 1.093, H59 1.093
50 H -1.054 -0.019 -2.247  C44 1.093
51 H -2.599 0.488 -1.536  C44 1.093
52 H -2.564 -0.760 -2.817  C44 1.095
53 H -4.259 0.938 -3.256  C46 1.096
54 H -3.691 1.761 -4.719  C46 1.095
55 H -4.699 3.404 -3.212  C47 1.095
56 H -2.969 3.746 -3.371  C47 1.097
57 H -2.278 4.459 -1.145  C49 1.095
58 H -1.518 2.904 -1.603  C49 1.093
59 H -2.275 3.091 -0.009  C49 1.093

## Properties
Spin multiplicity: 1
DFT total energy: -2051.92438 Ha
E_LUMO: 2.5 eV
Net charge: -1



Here is 10 unconnected molecules or ions with the total composition C15H35Br10N5O10 from the OMol25 dataset. Energies are from ωB97M-V/def2-TZVPD.

Each atom is followed by the atoms it is bonded to, with distances in Å.
Geometry (Å):
1 C -1.109 7.745 -1.604  N2 1.505, H5 1.090, H6 1.090, H7 1.090
2 N -1.487 6.541 -0.783  C1 1.505, O3 1.232, O4 1.231
3 O -2.585 6.445 -0.233  N2 1.232
4 O -0.665 5.637 -0.634  N2 1.231
5 H -0.067 7.929 -1.343  C1 1.090
6 H -1.841 8.512 -1.350  C1 1.090
7 H -1.325 7.489 -2.641  C1 1.090
8 C 4.197 5.150 -2.499  N9 1.508, H12 1.090, H13 1.090, H14 1.090
9 N 4.916 6.038 -1.514  C8 1.508, O10 1.211, O11 1.198
10 O 4.854 5.745 -0.341  N9 1.211
11 O 5.449 7.004 -1.983  N9 1.198
12 H 4.692 4.201 -2.706  C8 1.090
13 H 4.041 5.742 -3.400  C8 1.090
14 H 3.254 4.979 -1.980  C8 1.090
15 C 7.130 0.688 1.145  N16 1.469, H19 1.090, H20 1.090, H21 1.090
16 N 7.640 -0.690 1.096  C15 1.469, O17 1.224, O18 1.173
17 O 6.926 -1.585 1.527  N16 1.224
18 O 8.652 -0.818 0.517  N16 1.173
19 H 6.117 0.773 0.750  C15 1.090
20 H 7.783 1.290 0.513  C15 1.090
21 H 7.215 0.787 2.227  C15 1.090
22 C -1.613 2.734 -8.002  N23 1.493, H26 1.090, H27 1.090, H28 1.090
23 N -1.011 3.158 -6.704  C22 1.493, O24 1.225, O25 1.223
24 O -0.546 2.348 -5.911  N23 1.225
25 O -1.205 4.341 -6.462  N23 1.223
26 H -1.999 1.741 -7.770  C22 1.090
27 H -0.751 2.766 -8.668  C22 1.090
28 H -2.310 3.537 -8.242  C22 1.090
29 C -4.863 -3.207 5.858  N30 1.458, H33 1.090, H34 1.090, H35 1.090
30 N -5.617 -4.251 6.542  C29 1.458, O31 1.197, O32 1.246
31 O -5.360 -5.357 6.163  N30 1.197
32 O -6.401 -3.914 7.449  N30 1.246
33 H -3.928 -2.985 6.371  C29 1.090
34 H -5.456 -2.292 5.831  C29 1.090
35 H -4.661 -3.411 4.807  C29 1.090
36 Br 1.874 4.588 4.647  C37 2.040
37 C 1.826 2.565 4.387  Br36 2.040, C38 1.583, H40 1.090, H41 1.090
38 C 2.655 2.025 5.623  C37 1.583, Br39 2.031, H42 1.090, H43 1.090
39 Br 1.428 1.954 7.240  C38 2.031
40 H 2.047 2.264 3.363  C37 1.090
41 H 0.802 2.210 4.274  C37 1.090
42 H 3.579 2.576 5.801  C38 1.090
43 H 2.878 1.003 5.317  C38 1.090
44 Br -2.196 -4.760 -3.292  C45 2.018
45 C -2.535 -4.234 -5.210  Br44 2.018, C46 1.502, H48 1.090, H49 1.090
46 C -3.943 -3.795 -5.494  C45 1.502, Br47 1.991, H50 1.090, H51 1.090
47 Br -4.136 -3.580 -7.464  C46 1.991
48 H -2.148 -4.999 -5.883  C45 1.090
49 H -1.821 -3.506 -5.595  C45 1.090
50 H -4.164 -2.856 -4.986  C46 1.090
51 H -4.589 -4.625 -5.209  C46 1.090
52 Br 3.055 -0.517 -1.730  C53 2.047
53 C 1.179 -0.537 -0.912  Br52 2.047, C54 1.506, H56 1.090, H57 1.090
54 C 1.255 -1.602 0.151  C53 1.506, Br55 1.995, H58 1.090, H59 1.090
55 Br -0.225 -1.579 1.490  C54 1.995
56 H 0.403 -0.660 -1.668  C53 1.090
57 H 0.954 0.437 -0.478  C53 1.090
58 H 2.227 -1.488 0.630  C54 1.090
59 H 1.369 -2.631 -0.190  C54 1.090
60 Br 0.660 -7.717 5.032  C61 2.005
61 C 1.906 -7.496 3.477  Br60 2.005, C62 1.509, H64 1.090, H65 1.090
62 C 3.328 -7.443 3.983  C61 1.509, Br63 1.996, H66 1.090, H67 1.090
63 Br 4.689 -7.772 2.560  C62 1.996
64 H 1.570 -6.604 2.948  C61 1.090
65 H 1.669 -8.328 2.815  C61 1.090
66 H 3.351 -8.156 4.806  C62 1.090
67 H 3.527 -6.484 4.461  C62 1.090
68 Br -4.667 0.350 -1.651  C69 1.940
69 C -6.244 0.276 -0.523  Br68 1.940, C70 1.543, H72 1.090, H73 1.090
70 C -6.394 -1.055 0.243  C69 1.543, Br71 1.980, H74 1.090, H75 1.090
71 Br -8.102 -1.066 1.244  C70 1.980
72 H -7.170 0.519 -1.044  C69 1.090
73 H -5.916 0.929 0.286  C69 1.090
74 H -5.569 -1.108 0.952  C70 1.090
75 H -6.479 -1.910 -0.428  C70 1.090

## Properties
Spin multiplicity: 1
DFT total energy: -27358.26060 Ha
E_LUMO: -0.2 eV
SMILES: C[N+](=O)[O-].C[N+](=O)[O-].C[N+](=O)[O-].C[N+](=O)[O-].C[N+](=O)[O-].BrCCBr.BrCCBr.BrCCBr.BrCCBr.BrCCBr
Net charge: 0



- Number 1 is which compound?
  C15H34ClO8S



- Among the records above, which one has the highest DFT total energy?
  C15H34ClO8S



- Which of these has the lowest DFT total energy?
  C15H35Br10N5O10